Record 1
C22H27CsN5O5S | ωB97M-V with the def2-TZVPD basis set

ORCA input file:
```
! RIJCOSX wB97M-V def2-TZVPD def2/J DEFGRID3
* xyz -1 1
Cs -0.210 -0.290 0.382
O 1.400 1.535 6.918
C 0.970 1.235 5.654
C 0.918 2.194 4.654
C 0.494 1.798 3.399
N 0.116 0.547 3.129
C 0.147 -0.368 4.103
C 0.582 -0.066 5.385
C -0.268 -1.819 3.764
O -0.456 -2.569 4.726
O -0.369 -2.093 2.531
C 0.458 2.772 2.224
O 0.071 3.937 2.449
O 0.808 2.282 1.117
H 1.623 2.471 6.946
H 1.190 3.229 4.828
H 0.603 -0.838 6.140
C -1.361 -4.270 -0.025
C -0.460 -3.484 -0.946
C -0.948 -2.800 -2.062
C -2.427 -2.802 -2.379
C -0.066 -2.103 -2.900
C -0.614 -1.419 -4.132
C 1.292 -2.027 -2.575
C 2.250 -1.294 -3.488
C 1.763 -2.628 -1.396
C 3.191 -2.396 -0.949
C 0.902 -3.406 -0.616
C 1.385 -4.140 0.610
H -1.346 -3.846 0.983
H -1.012 -5.302 0.062
H -2.388 -4.307 -0.376
H -2.721 -3.693 -2.942
H -2.706 -1.935 -2.973
H -3.031 -2.778 -1.475
H -1.292 -0.607 -3.863
H -1.179 -2.117 -4.755
H 0.166 -0.981 -4.746
H 2.158 -0.208 -3.395
H 2.063 -1.544 -4.532
H 3.283 -1.559 -3.282
H 3.268 -2.417 0.136
H 3.549 -1.420 -1.270
H 3.883 -3.146 -1.342
H 0.982 -3.687 1.522
H 2.469 -4.164 0.679
H 1.042 -5.176 0.589
C -1.649 6.416 -0.064
C -1.588 5.554 -1.267
N -1.658 5.948 -2.507
N -1.537 4.792 -3.218
C -1.395 3.686 -2.456
S -1.193 2.088 -2.932
N -1.438 4.200 -1.202
N -1.415 3.414 -0.045
H -1.686 7.456 -0.378
H -0.776 6.255 0.571
H -2.536 6.188 0.530
H -1.532 4.797 -4.220
H -0.543 2.872 -0.072
H -1.231 4.034 0.747
*
```

Calculated values
Energy (eV): -52328.3263

=====

Record 2
C22H27FN2O | ωB97M-V with the def2-TZVPD basis set

ORCA input file:
```
! RIJCOSX wB97M-V def2-TZVPD def2/J DEFGRID3
* xyz 0 1
C -4.884 2.576 -3.544
C -3.502 2.584 -2.964
C -2.641 3.644 -3.232
C -1.362 3.690 -2.702
C -0.446 4.843 -2.981
C -0.936 2.646 -1.888
C -1.771 1.572 -1.627
C -1.323 0.500 -0.680
O -1.160 0.755 0.501
N -1.146 -0.735 -1.205
C -1.171 -1.007 -2.622
C -0.762 -1.858 -0.354
C -1.772 -2.121 0.763
C -1.293 -3.319 1.574
C 0.116 -3.062 2.101
N 1.015 -2.840 0.985
C 2.425 -2.859 1.344
C 2.852 -1.722 2.242
C 2.717 -1.795 3.624
C 3.030 -0.718 4.434
C 3.489 0.463 3.878
C 3.646 0.562 2.507
C 3.326 -0.526 1.717
F 3.509 -0.415 0.379
C 0.631 -1.649 0.250
C -3.056 1.547 -2.160
H -5.423 1.677 -3.256
H -4.840 2.624 -4.632
H -5.444 3.443 -3.196
H -2.986 4.452 -3.862
H -0.894 5.536 -3.688
H -0.228 5.379 -2.059
H 0.499 4.488 -3.390
H 0.053 2.667 -1.454
H -1.987 -1.693 -2.866
H -0.228 -1.466 -2.929
H -1.307 -0.086 -3.182
H -0.722 -2.745 -0.995
H -1.836 -1.239 1.400
H -2.760 -2.312 0.336
H -1.969 -3.502 2.411
H -1.277 -4.209 0.941
H 0.466 -3.937 2.655
H 0.091 -2.199 2.788
H 2.624 -3.813 1.840
H 2.997 -2.827 0.412
H 2.368 -2.716 4.066
H 2.915 -0.802 5.505
H 3.729 1.306 4.508
H 4.010 1.465 2.043
H 1.352 -1.485 -0.555
H 0.606 -0.752 0.888
H -3.709 0.716 -1.936
*
```

Calculated values
Energy (eV): -30998.2336
Structure (SMILES): Cc1cc(C)cc(C(=O)N(C)[C@@H]2CCCN(Cc3ccccc3F)C2)c1

=====

Record 3
C22H27FN2O3S | ωB97M-V with the def2-TZVPD basis set

ORCA input file:
```
! RIJCOSX wB97M-V def2-TZVPD def2/J DEFGRID3
* xyz 0 1
O -1.086 1.442 0.349
C -0.601 1.919 -0.657
N 0.273 2.950 -0.608
C 0.762 3.486 0.640
C 2.267 3.250 0.822
C 2.625 1.790 0.755
C 2.173 0.905 1.728
C 2.509 -0.437 1.673
C 3.307 -0.911 0.642
C 3.758 -0.039 -0.334
C 3.413 1.301 -0.279
C -0.931 1.461 -2.077
C -2.076 0.445 -2.086
C -1.670 -0.866 -1.415
C -0.411 -1.465 -2.036
C 0.021 -2.746 -1.304
N 0.418 -2.552 0.064
S -0.386 -3.153 1.363
O 0.563 -3.156 2.440
O -1.014 -4.377 0.962
C -1.669 -1.970 1.776
C -1.322 -0.807 2.437
C -2.298 0.125 2.736
C -3.602 -0.143 2.357
F -4.560 0.761 2.639
C -3.964 -1.313 1.710
C -2.976 -2.238 1.420
C 0.714 -0.430 -2.028
C 0.297 0.843 -2.756
H 0.670 3.314 -1.459
H 0.197 2.980 1.425
H 0.551 4.561 0.685
H 2.814 3.798 0.051
H 2.557 3.656 1.794
H 1.564 1.275 2.539
H 2.157 -1.124 2.430
H 3.578 -1.955 0.609
H 4.382 -0.399 -1.138
H 3.773 1.977 -1.042
H -1.242 2.351 -2.639
H -2.934 0.862 -1.556
H -2.369 0.257 -3.122
H -1.485 -0.666 -0.361
H -2.493 -1.579 -1.486
H -0.622 -1.744 -3.076
H -0.797 -3.467 -1.269
H 0.856 -3.203 -1.852
H 1.115 -1.857 0.267
H -0.293 -0.648 2.712
H -2.065 1.049 3.239
H -4.996 -1.483 1.445
H -3.199 -3.169 0.926
H 0.962 -0.170 -0.998
H 1.608 -0.849 -2.495
H 1.132 1.547 -2.767
H 0.045 0.610 -3.793
*
```

Calculated values
Energy (eV): -45928.9650
Structure (SMILES): O=C(NCCc1ccccc1)[C@H]1CC[C@@H](CNS(=O)(=O)c2ccc(F)cc2)CC1

=====

Record 4
C22H27InN5O6S | ωB97M-V with the def2-TZVPD basis set

ORCA input file:
```
! RIJCOSX wB97M-V def2-TZVPD def2/J DEFGRID3
* xyz 1 1
In -0.495 -0.607 0.336
O 2.369 -1.636 2.662
C 1.978 -0.905 1.772
O 1.457 -1.334 0.647
C 2.111 0.610 1.932
C 1.975 1.359 0.602
C 2.482 2.794 0.769
C 1.326 3.433 1.583
C 0.376 2.244 1.760
O 0.537 1.549 0.496
C 0.952 1.240 2.778
C -0.170 0.304 3.261
O -0.619 0.450 4.377
O -0.654 -0.573 2.411
H 3.078 0.787 2.398
H 2.338 0.809 -0.262
H 3.433 2.816 1.297
H 2.610 3.284 -0.194
H 1.651 3.841 2.537
H 0.838 4.218 1.009
H -0.666 2.509 1.925
H 1.313 1.738 3.673
N -0.865 0.124 -1.807
C -2.045 0.931 -1.963
C -2.433 1.449 -3.169
C -3.603 2.223 -3.280
C -4.377 2.469 -2.181
C -4.010 1.948 -0.921
C -4.759 2.163 0.259
C -4.338 1.612 1.437
C -3.168 0.835 1.451
N -2.445 0.635 0.370
C -2.835 1.169 -0.814
H 0.000 0.614 -2.025
H -0.871 -0.684 -2.423
H -1.828 1.262 -4.048
H -3.883 2.623 -4.244
H -5.280 3.061 -2.263
H -5.657 2.766 0.210
H -4.887 1.759 2.356
H -2.812 0.372 2.365
C 2.187 0.280 -4.584
C 2.467 -0.610 -3.395
N 3.560 -1.387 -3.487
O 1.730 -0.641 -2.413
H 3.047 0.373 -5.244
H 1.890 1.267 -4.232
H 1.356 -0.141 -5.151
H 4.184 -1.346 -4.272
H 3.802 -1.998 -2.724
S -1.373 -2.888 -0.183
C -0.217 -3.702 0.815
N 0.729 -4.497 0.333
C 1.610 -4.978 1.403
C 0.812 -4.612 2.668
N -0.246 -3.751 2.128
H 0.999 -4.468 -0.633
H 2.565 -4.452 1.368
H 1.779 -6.048 1.306
H 1.415 -4.061 3.380
H 0.365 -5.486 3.143
H -0.787 -3.115 2.694
*
```

Calculated values
Energy (eV): -58996.5022

=====

Respective E_HOMO values: -5.63; -8.36; -9.10; -11.53 eV.